[1]
DFT (ωB97M-V with the def2-TZVPD basis set) results for 2 unconnected molecules or ions with the total composition C3H7INO in a non-equilibrium geometry.

Cartesian coordinates (Å):
1 C 2.87668 -1.21712 0.54477
2 C -1.32717 1.03170 -0.13914
3 C -0.06709 0.40276 -0.64859
4 N 0.69279 -0.17713 0.13559
5 O 2.71155 -2.19411 -0.22902
6 I 3.96029 0.33756 -0.06205
7 H -1.09659 1.41451 0.86429
8 H -2.25592 0.34303 -0.11563
9 H -1.38017 1.88336 -0.74779
10 H 0.05709 0.52881 -1.71497
11 H 2.59509 -1.22852 1.66972
12 H 2.31116 -3.09493 -0.14670
13 H 0.59380 -0.15312 1.19843

Properties
Molecular weight = 199.999 g/mol
HOMO energy = -13.6 eV
Total charge = +1
Kohn-Sham gap = 8.430 eV


[2]
DFT (ωB97M-V with the def2-TZVPD basis set) results for a molecular structure, C3H7INO2P2 in a non-equilibrium geometry.

Cartesian coordinates (Å):
1 C 0.31537 -0.96729 1.38256
2 C -0.47710 -1.60389 -0.95127
3 C 0.02723 -0.58175 -0.01353
4 N -0.09148 0.76478 -0.05148
5 O 0.73935 0.11095 2.03117
6 O 0.15446 -2.10580 1.86963
7 P 0.68534 1.68301 1.18873
8 P -0.98502 1.83443 -1.09123
9 I 2.75974 -1.04172 -0.57256
10 H -0.27618 -1.52644 -1.99658
11 H -1.54322 -1.52575 -1.06667
12 H -0.27179 -2.64552 -0.62413
13 H 0.55034 2.90864 0.18156
14 H 2.11066 1.51446 0.89078
15 H -2.02128 0.79178 -1.11353
16 H -1.67642 2.39012 -0.06347

Properties
Molecular weight = 277.946 g/mol
HOMO energy (spin up / spin down) = -4.1 / -4.1 eV
Total charge = -1
Kohn-Sham gap (spin up / spin down) = 6.824 / 6.825 eV


[3]
DFT (ωB97M-V with the def2-TZVPD basis set) results for 2 unconnected molecules or ions with the total composition C3H7INP in a non-equilibrium geometry.

Cartesian coordinates (Å):
1 C -1.75998 -1.32023 0.35892
2 C -0.50872 -1.70366 0.21558
3 C -0.97764 2.47445 0.24326
4 N 0.20130 2.30726 -0.28221
5 P 1.48122 1.66538 0.72902
6 I -2.39997 3.19178 -1.15719
7 H -2.02655 -0.35465 0.76143
8 H -2.58762 -1.94803 0.07243
9 H -0.24186 -2.66638 -0.19033
10 H 0.31840 -1.07121 0.50629
11 H 0.42711 2.50457 -1.26122
12 H 1.90532 0.73875 -0.23518
13 H 2.43399 2.59748 0.28374

Properties
Molecular weight = 214.974 g/mol
Multiplicity = 3
HOMO energy (spin up / spin down) = -6.3 / -9.7 eV
Kohn-Sham gap (spin up / spin down) = 6.686 / 7.965 eV